*P*
ORCA calculation (the ωB97M-V functional and the def2-TZVPD basis) on a cluster of 2 separate species, C4H7NO in total.

Calculated values
HOMO energy ... -8.57 eV

```
13
Properties=species:S:1:pos:R:3:lowdin_charge:R:1
O 2.412 1.723 -0.598 -0.12
C 0.534 -0.359 -0.175 -0.02
C -0.225 -1.645 0.089 -0.13
C -1.205 -0.597 -0.248 -0.23
N -1.511 0.164 0.960 0.07
C -0.297 0.644 0.351 -0.18
H 2.878 1.521 0.222 0.03
H 1.948 0.880 -0.792 -0.04
H -0.344 -1.983 1.120 0.12
H -0.007 -2.437 -0.624 0.10
H -1.740 -0.444 -1.177 0.15
H -2.256 0.841 0.797 0.11
H -0.185 1.692 0.075 0.13
```

*Q*
ORCA calculation (the ωB97M-V functional and the def2-TZVPD basis) on a structure of composition C4H7NO.

Calculated values
HOMO energy ... -9.61 eV

```
13
Properties=species:S:1:pos:R:3:lowdin_charge:R:1
C 0.737 -1.708 0.382 -0.05
C 0.364 -0.218 0.285 -0.13
N 0.467 1.194 -0.801 0.05
C -0.891 1.543 -0.287 -0.14
C -0.979 0.042 -0.270 -0.49
O -1.589 -0.668 -1.035 0.09
H 1.785 -1.927 0.595 0.07
H 0.381 -2.291 -0.469 0.08
H 0.174 -2.100 1.256 0.10
H 0.671 0.308 1.186 0.12
H 1.169 1.773 -0.350 0.07
H -1.631 1.968 -0.964 0.12
H -0.906 2.037 0.698 0.11
```

*R*
ORCA calculation (the ωB97M-V functional and the def2-TZVPD basis) on a cluster of 2 separate species, C4H7NO in total.

Calculated values
SMILES ... N#CC1CC1.O
HOMO energy ... -10.95 eV

```
13
Properties=species:S:1:pos:R:3:lowdin_charge:R:1
N -2.573 1.703 -0.434 0.15
C -1.797 0.860 -0.271 -0.20
C -0.761 -0.130 -0.076 -0.29
C 0.626 0.315 -0.562 -0.11
C -0.105 -0.758 -1.280 -0.10
H -0.943 -0.789 0.773 0.14
H 1.528 0.036 -0.031 0.09
H 0.628 1.322 -0.967 0.12
H 0.261 -1.762 -1.086 0.11
H -0.527 -0.587 -2.261 0.11
O 1.327 -0.450 2.138 -0.07
H 1.836 0.357 2.285 0.05
H 0.499 -0.116 1.772 0.00
```

*S*
ORCA calculation (the ωB97M-V functional and the def2-TZVPD basis) on the molecule C4H7NO.

Calculated values
SMILES ... C=CCN1CO1
HOMO energy ... -9.60 eV

```
13
Properties=species:S:1:pos:R:3:lowdin_charge:R:1
C 0.666 -1.415 -0.790 0.00
C 0.803 -0.102 -0.947 -0.17
C -0.345 0.846 -0.733 -0.20
N -0.151 1.352 0.644 -0.06
C -0.424 0.364 1.622 -0.21
O -1.409 1.330 1.401 -0.04
H 1.516 -2.088 -0.745 0.06
H -0.320 -1.862 -0.666 0.06
H 1.790 0.345 -1.059 0.10
H -0.329 1.706 -1.410 0.11
H -1.313 0.335 -0.831 0.12
H -0.667 -0.648 1.295 0.10
H 0.160 0.426 2.539 0.12
```

It is *R* that is the most stable of them.

*P*
ORCA calculation (the ωB97M-V functional and the def2-TZVPD basis) on the molecule C4H7NO.

Calculated values
SMILES ... C1N[C@H]1[C@H]1CO1
HOMO energy ... -9.54 eV

```
13
Properties=species:S:1:pos:R:3:lowdin_charge:R:1
C 1.645 0.551 0.623 -0.13
N 1.546 -0.715 -0.101 0.03
C 0.689 0.386 -0.501 -0.28
C -0.780 0.364 -0.196 -0.25
C -1.783 -0.703 -0.336 -0.12
O -1.206 -0.400 0.934 -0.04
H 1.233 0.605 1.630 0.11
H 2.576 1.098 0.478 0.10
H 0.999 -1.371 0.453 0.09
H 0.932 0.836 -1.464 0.14
H -1.262 1.344 -0.259 0.14
H -2.810 -0.377 -0.534 0.10
H -1.840 -1.696 -0.753 0.11
```

*Q*
ORCA calculation (the ωB97M-V functional and the def2-TZVPD basis) on the molecule C4H7NO.

Calculated values
HOMO energy (alpha / beta) ... -7.21 / -7.21 eV

```
13
Properties=species:S:1:pos:R:3:lowdin_charge:R:1
O 2.009 0.475 0.643 0.08
C 1.190 0.145 -0.353 -0.17
C 0.310 -1.076 -0.185 -0.13
C -0.999 -0.351 -0.042 -0.37
N -0.719 0.889 0.711 -0.06
C -0.811 0.918 -0.764 -0.10
H 1.768 0.034 1.479 0.13
H 1.496 0.585 -1.271 0.11
H 0.567 -1.670 0.704 0.11
H 0.414 -1.700 -1.081 0.12
H -1.934 -0.866 0.161 0.13
H -1.517 1.254 1.197 0.07
H -1.758 1.368 -1.146 0.09
```

It is *P* that is the most stable of them.

*P*
ORCA calculation (the ωB97M-V functional and the def2-TZVPD basis) on a cluster of 2 separate species, C4H7NO in total.

Calculated values
HOMO energy ... -8.35 eV

```
13
Properties=species:S:1:pos:R:3:lowdin_charge:R:1
C 1.574 1.038 -0.049 -0.07
C 0.861 0.288 -1.138 -0.36
C -1.113 -1.684 0.334 -0.04
N -1.483 -0.531 0.728 -0.14
C -1.670 0.635 1.051 0.06
O -0.099 0.703 -1.743 0.02
H 2.520 1.428 -0.445 0.08
H 0.951 1.859 0.309 0.07
H 1.819 0.362 0.777 0.08
H 1.281 -0.715 -1.376 0.11
H -1.026 -1.873 -0.731 0.07
H -0.928 -2.464 1.064 0.07
H -2.713 0.944 1.166 0.05
```

*Q*
ORCA calculation (the ωB97M-V functional and the def2-TZVPD basis) on the molecule C4H7NO.

Calculated values
SMILES ... O=C1CCCN1
HOMO energy ... -9.57 eV

```
13
Properties=species:S:1:pos:R:3:lowdin_charge:R:1
O 2.474 -0.723 -0.131 0.05
C 1.321 -0.355 -0.039 -0.50
C 0.094 -1.188 0.319 -0.09
C -1.091 -0.318 -0.110 -0.16
C -0.543 1.126 -0.085 -0.18
N 0.884 0.929 -0.203 0.06
H 0.127 -2.173 -0.150 0.12
H 0.121 -1.333 1.406 0.12
H -1.966 -0.434 0.532 0.11
H -1.392 -0.572 -1.130 0.11
H -0.801 1.652 0.842 0.11
H -0.922 1.716 -0.924 0.11
H 1.551 1.681 -0.271 0.15
```

*R*
ORCA calculation (the ωB97M-V functional and the def2-TZVPD basis) on the molecule C4H7NO.

Calculated values
SMILES ... ON=C1CCC1
HOMO energy ... -9.72 eV

```
13
Properties=species:S:1:pos:R:3:lowdin_charge:R:1
O -2.542 0.760 0.362 -0.09
N -1.836 0.080 -0.678 0.05
C -0.603 0.055 -0.392 -0.33
C 0.198 0.468 0.816 -0.11
C 1.435 -0.199 0.153 -0.16
C 0.592 -0.528 -1.114 -0.10
H -2.691 0.081 1.035 0.08
H 0.252 1.551 0.963 0.12
H -0.156 0.016 1.749 0.11
H 2.279 0.471 -0.020 0.10
H 1.791 -1.083 0.687 0.10
H 0.882 0.030 -2.010 0.11
H 0.501 -1.586 -1.377 0.11
```

*S*
ORCA calculation (the ωB97M-V functional and the def2-TZVPD basis) on the molecule C4H7NO.

Calculated values
HOMO energy (alpha / beta) ... -7.02 / -7.30 eV

```
13
Properties=species:S:1:pos:R:3:lowdin_charge:R:1
C 1.627 0.138 0.713 -0.01
N 0.406 0.184 -0.094 -0.23
C 0.158 1.220 -0.881 0.01
C -1.794 -1.034 -0.091 -0.09
C -0.357 -0.945 -0.094 -0.30
O -0.959 -1.506 1.025 -0.02
H 1.329 0.142 1.766 0.10
H 2.190 -0.773 0.500 0.10
H 2.225 1.025 0.503 0.09
H 0.980 1.755 -1.340 0.06
H -0.852 1.317 -1.259 0.07
H -2.438 -0.210 0.216 0.11
H -2.273 -1.781 -0.726 0.10
```

It is *Q* that is the most stable of them.

*P*
ORCA calculation (the ωB97M-V functional and the def2-TZVPD basis) on the molecule C4H7NO.

Calculated values
SMILES ... ON=C1CCC1
HOMO energy ... -9.43 eV

```
13
Properties=species:S:1:pos:R:3:lowdin_charge:R:1
O -1.354 -0.304 -2.295 -0.06
N -1.121 -1.003 -1.115 0.03
C -0.425 -0.338 -0.295 -0.32
C 0.308 0.987 -0.228 -0.10
C 0.795 0.575 1.191 -0.16
C 0.174 -0.833 0.994 -0.12
H -1.788 -0.974 -2.839 0.09
H 1.104 1.062 -0.977 0.12
H -0.307 1.889 -0.283 0.11
H 1.876 0.587 1.349 0.10
H 0.322 1.152 1.992 0.10
H 0.920 -1.588 0.739 0.11
H -0.501 -1.211 1.768 0.11
```

*Q*
ORCA calculation (the ωB97M-V functional and the def2-TZVPD basis) on the molecule C4H7NO.

Calculated values
SMILES ... COCCC#N
HOMO energy ... -10.28 eV

```
13
Properties=species:S:1:pos:R:3:lowdin_charge:R:1
C 1.722 0.227 0.467 -0.10
O 1.019 -0.387 -0.605 -0.26
C -0.257 0.260 -0.991 -0.17
C -1.233 -0.642 -0.249 -0.16
C -1.899 -0.056 0.911 -0.24
N -2.364 0.399 1.870 0.13
H 2.216 1.114 0.064 0.09
H 1.062 0.506 1.307 0.09
H 2.487 -0.475 0.834 0.10
H -0.251 1.308 -0.682 0.13
H -0.326 0.160 -2.077 0.12
H -0.223 -1.206 0.013 0.15
H -1.952 -1.208 -0.861 0.12
```

*R*
ORCA calculation (the ωB97M-V functional and the def2-TZVPD basis) on the molecule C4H7NO.

Calculated values
HOMO energy ... -8.58 eV

```
13
Properties=species:S:1:pos:R:3:lowdin_charge:R:1
C -1.022 -0.809 -0.981 -0.14
C 0.060 -1.412 -0.123 -0.08
C 1.170 1.009 -0.161 -0.12
N 0.444 1.236 1.064 0.04
C -0.128 0.264 1.618 -0.21
O -0.022 -1.042 1.166 -0.09
H -1.709 -1.667 -1.046 0.09
H -1.584 0.064 -0.621 0.08
H -0.665 -0.645 -2.005 0.08
H 1.266 -0.062 -0.443 0.04
H 2.190 1.382 -0.058 0.09
H 0.672 1.524 -0.990 0.09
H -0.618 0.327 2.588 0.13
```

*S*
ORCA calculation (the ωB97M-V functional and the def2-TZVPD basis) on the molecule C4H7NO.

Calculated values
SMILES ... O=CCN1CC1
HOMO energy ... -8.69 eV

```
13
Properties=species:S:1:pos:R:3:lowdin_charge:R:1
O -2.765 -0.507 1.131 0.05
C -1.567 -0.482 0.989 -0.24
C -0.809 0.726 0.476 -0.15
N 0.383 0.470 -0.232 -0.25
C 0.733 -0.167 -1.408 -0.07
C 1.599 -0.157 0.021 -0.10
H -0.921 -1.346 1.270 0.13
H -0.502 1.323 1.345 0.14
H -1.449 1.353 -0.148 0.13
H 1.217 0.391 -2.205 0.08
H 0.014 -0.925 -1.814 0.11
H 1.762 -1.177 0.370 0.07
H 2.353 0.546 0.451 0.10
```

It is *Q* that is the most stable of them.